This record from the Open Molecules 2025 dataset describes a structure of composition C35H48F7IN2O27P2 at a distorted geometry. The level of theory is ωB97M-V/def2-TZVPD.

frontier orbital gap	8.114	eV
LUMO	-0.11	eV

The geometry in XYZ format:
```
122
Properties=species:S:1:pos:R:3:forces:R:3:lowdin_charge:R:1
C 3.631179 -0.920505 2.024624 -0.294 0.426 1.343 0.07
C 3.141921 -0.024429 1.366412 -0.041 0.597 -1.609 -0.10
C 2.636291 1.113510 0.399124 0.930 0.223 2.266 -0.22
O 1.309266 0.930438 -0.066268 1.302 -0.193 -0.829 -0.15
C 1.165059 0.349533 -1.369588 -2.039 -1.028 -2.026 -0.55
C -0.131179 -0.591309 -1.218121 0.006 0.110 1.015 -0.17
C 0.078559 -1.706714 -0.070133 -1.783 -0.056 0.436 -0.34
C -0.894233 -1.345537 1.160494 0.393 -0.509 -0.443 -0.09
C -0.402008 -3.165527 -0.556982 0.745 0.131 0.594 -0.08
P 2.565381 -0.871634 -1.860285 1.582 -0.318 0.669 0.98
C 1.901926 -2.360601 -2.773185 0.163 -0.354 -1.084 -0.28
O 3.622869 -0.132030 -3.004979 -0.948 -0.226 0.850 -0.36
C 0.903896 1.480525 -2.497415 -0.448 -0.864 0.903 -0.72
I 0.601205 0.553186 -4.486395 0.052 0.385 0.729 1.08
O 2.014212 2.341390 -2.698086 -1.584 0.181 1.007 -0.21
C 2.089721 3.443141 -1.790013 2.055 1.166 1.439 -0.22
N 1.846133 4.775621 -2.430761 0.695 -0.996 -0.921 -0.10
C 2.561306 5.838624 -1.694536 0.607 1.040 1.466 -0.09
C 2.445061 4.622659 -3.785143 0.169 0.267 -2.222 -0.41
C 1.488650 4.740096 -5.041660 0.486 0.013 0.908 -0.01
O 3.633764 4.415929 -3.968095 -1.284 0.259 0.874 0.06
P -0.771247 2.402474 -2.236211 -1.797 1.957 -1.941 0.61
N -0.873919 3.665685 -3.189559 0.078 -1.270 1.254 -0.15
O -1.006800 2.750885 -0.620557 0.423 -0.689 -1.320 -0.18
O -2.051443 1.384303 -2.700406 1.415 0.709 1.830 -0.25
H 3.944735 -1.523163 2.911219 -0.385 0.686 -1.606 0.05
H 3.403047 1.379444 -0.385235 -0.859 -0.705 0.645 0.12
H 2.603920 2.029951 1.076806 -0.072 -0.972 -0.855 0.13
H -0.458436 -1.041973 -2.190713 0.544 0.435 0.895 0.07
H -1.023112 0.006148 -0.843029 1.251 -0.326 -0.630 0.10
H 1.113228 -1.704433 0.366173 -0.797 -0.161 -0.793 0.10
H -1.921200 -1.112993 0.747633 1.110 -0.057 0.531 0.08
H -0.481595 -0.505087 1.788539 -0.600 -0.742 -0.721 0.07
H -1.025388 -2.272084 1.798749 0.282 1.161 -0.496 0.08
H -1.231278 -3.550692 0.112757 0.849 0.535 -0.925 0.07
H -0.752362 -3.168969 -1.628069 0.470 -0.114 1.140 0.08
H 0.466899 -3.874462 -0.398033 -1.062 0.567 -0.508 0.07
H 2.691189 -2.631828 -3.547482 -0.783 0.552 0.935 0.07
H 0.948923 -2.211497 -3.343547 0.823 -0.239 0.670 0.00
H 1.858249 -3.257614 -2.084128 -0.121 1.333 -0.613 0.03
H 4.354865 0.233814 -2.473683 -0.430 -0.325 -0.320 0.04
H 3.182578 3.495159 -1.452244 -1.102 -0.485 -0.361 0.14
H 1.504886 3.317179 -0.831858 0.180 0.097 -1.297 0.12
H 3.576659 6.104638 -2.109150 -0.939 -0.584 0.194 0.09
H 1.979211 6.812317 -1.655119 0.387 -1.294 -0.206 0.10
H 2.729601 5.546038 -0.599653 -0.332 0.320 -1.728 0.07
H 1.033771 3.721660 -5.182239 0.066 1.108 0.283 0.05
H 0.722877 5.528784 -4.815855 0.464 -1.047 -0.354 0.08
H 2.057540 4.973347 -5.986832 -0.365 -0.154 1.251 0.09
H -1.657654 3.486667 -3.827620 0.425 0.286 0.123 -0.02
H -0.818006 3.689436 -0.419975 -0.088 -0.397 -0.457 0.08
H -2.841041 1.865715 -2.376059 0.339 -0.374 -0.232 0.08
C 5.319589 1.907802 -5.266925 0.021 0.398 0.679 -0.06
C 4.608095 0.877731 -6.090126 -0.558 0.112 -0.116 -0.33
O 5.234953 0.988826 -7.354341 0.486 -0.089 0.491 0.14
C 6.507196 1.412195 -7.099383 0.770 0.187 -0.531 -0.54
O 7.399445 1.361158 -7.884742 -0.349 0.052 0.264 0.17
O 6.629821 1.892631 -5.831975 -0.152 -0.362 -0.496 0.08
F 3.297190 1.184537 -6.226988 -0.036 -0.122 -0.150 0.01
H 4.887581 2.905181 -5.375792 -0.166 -0.157 -0.049 0.13
H 5.344990 1.651272 -4.208983 0.186 0.017 -0.107 0.13
H 4.710213 -0.145235 -5.718649 -0.196 0.026 -0.027 0.17
C -4.021661 1.539631 4.026424 -0.324 0.684 0.397 -0.06
C -3.014958 1.111543 3.001638 0.700 -0.084 0.124 -0.32
O -3.254889 -0.278191 2.878896 -0.730 0.400 0.001 0.12
C -4.576457 -0.448888 3.166351 -0.490 -0.691 -0.027 -0.52
O -5.195708 -1.432503 2.908254 0.258 0.347 0.177 0.17
O -5.102864 0.646712 3.778360 0.315 -0.381 -0.333 0.08
F -1.750957 1.295201 3.453070 0.083 0.036 -0.113 0.07
H -3.663936 1.402167 5.049757 0.192 -0.072 -0.140 0.15
H -4.331697 2.576483 3.899485 -0.180 -0.153 -0.048 0.14
H -3.131713 1.591677 2.026428 0.201 -0.017 0.022 0.18
C 5.890383 -4.907270 -0.755670 0.760 -0.315 0.007 -0.06
C 5.037470 -3.692693 -0.541884 -0.146 0.489 -0.440 -0.33
O 3.722707 -4.207443 -0.619929 0.424 -0.325 0.452 0.10
C 3.806771 -5.502183 -0.195005 -0.696 -0.787 0.189 -0.54
O 2.872300 -6.162171 0.125596 0.335 0.273 -0.190 0.18
O 5.097083 -5.939521 -0.177686 -0.425 0.395 -0.005 0.08
F 5.209820 -2.791679 -1.538236 0.057 0.115 0.001 0.06
H 6.054233 -5.124360 -1.814127 -0.129 0.209 -0.004 0.15
H 6.857517 -4.830911 -0.259395 -0.134 -0.167 0.097 0.14
H 5.183279 -3.204186 0.425036 -0.044 0.155 -0.129 0.17
C -6.232254 -3.893558 4.490006 0.418 0.452 -0.567 -0.07
C -5.950564 -4.695365 5.723956 -0.057 0.246 0.449 -0.32
O -7.175679 -5.360427 5.961183 0.275 -0.123 -0.522 0.13
C -7.754061 -5.516566 4.732216 -0.861 -0.407 -0.501 -0.54
O -8.653893 -6.259712 4.507195 0.311 0.302 0.168 0.18
O -7.165490 -4.720198 3.798745 -0.091 -0.373 0.609 0.08
F -5.685250 -3.888586 6.783139 0.114 -0.086 0.181 0.07
H -6.695651 -2.929568 4.711147 0.075 -0.085 0.176 0.14
H -5.339708 -3.722927 3.890529 -0.203 -0.082 -0.125 0.13
H -5.149787 -5.430926 5.611055 0.036 0.085 0.195 0.18
C 2.615207 4.588729 4.390089 0.689 0.162 0.483 -0.06
C 1.548915 3.564779 4.139955 -0.539 -0.071 0.427 -0.32
O 0.862400 4.088173 3.018685 0.693 -0.011 -0.212 0.14
C 1.786531 4.811584 2.325022 -0.042 0.447 -0.658 -0.53
O 1.645000 5.171616 1.197715 -0.115 -0.222 0.626 0.15
O 2.891826 5.064024 3.075324 -0.526 -0.257 -0.276 0.08
F 0.686749 3.492160 5.181281 -0.053 -0.138 -0.017 0.08
H 2.264685 5.417663 5.009642 -0.193 -0.148 -0.020 0.15
H 3.505998 4.160395 4.848496 0.047 0.078 -0.233 0.15
H 1.928111 2.566441 3.905145 -0.148 -0.031 0.094 0.17
C -5.512971 -7.416014 9.469439 -0.455 -0.545 -0.566 -0.06
C -5.660387 -6.268808 10.422809 -0.116 -0.088 0.622 -0.32
O -4.321695 -5.903451 10.692449 -0.164 -0.040 -0.688 0.14
C -3.615388 -6.235195 9.572863 1.009 0.171 -0.273 -0.54
O -2.522737 -5.836980 9.329014 -0.402 -0.197 0.108 0.18
O -4.322717 -7.074683 8.764296 0.067 0.411 0.427 0.07
F -6.242737 -6.666485 11.580124 -0.088 0.124 0.065 0.08
H -5.370879 -8.371646 9.979987 -0.027 0.168 0.194 0.15
H -6.359990 -7.504369 8.789250 0.194 0.070 -0.119 0.14
H -6.200028 -5.410307 10.014578 -0.057 -0.029 0.154 0.18
C -3.179965 2.794115 -7.709691 -0.401 -0.524 -0.528 -0.06
C -3.321217 3.923822 -6.733362 0.025 -0.097 0.569 -0.32
O -1.983096 4.298026 -6.481506 -0.273 -0.026 -0.638 0.12
C -1.292615 3.992486 -7.620222 1.084 0.153 -0.261 -0.53
O -0.209094 4.405000 -7.874839 -0.415 -0.191 0.104 0.18
O -2.007211 3.160028 -8.428940 0.034 0.360 0.423 0.08
F -3.878904 3.499996 -5.571113 -0.104 0.112 0.119 0.07
H -3.018910 1.831730 -7.217280 -0.030 0.160 0.204 0.15
H -4.038101 2.708257 -8.375983 0.192 0.064 -0.119 0.14
H -3.876840 4.783680 -7.116569 -0.075 -0.032 0.182 0.18
```
Positions in Å, forces in eV/Å.